This record from OMol25 describes a gas-phase ion, C25H37BFN2O5 (charge +1) in a non-equilibrium geometry. The level of theory is ωB97M-V/def2-TZVPD.

Values from the calculation:
HOMO (eV): -12.7
Gap between HOMO and LUMO (eV): 8.678
Total charge: +1
SMILES string: CCCOC[n+]1c(OC[C@H](C)CC(C)C)c(B(C)O)c(C(=O)O)c(CCF)c1-c1ccncc1

Last column: Mulliken charge in e.
Cartesian coordinates (Å):
C: 0.51 0.39 5.02  -1.039
C: -0.54 -0.25 4.08  -0.510
C: 0.09 -1.11 3.01  -0.253
O: 1.01 -0.31 2.25  -0.124
C: 0.97 -0.54 0.88  -1.844
N: -0.18 0.17 0.28  1.062
C: -1.26 -0.50 -0.17  0.304
O: -1.21 -1.84 -0.08  -0.477
C: -1.06 -2.51 -1.36  -1.573
C: 0.27 -2.25 -2.06  2.165
C: 0.04 -2.55 -3.55  -1.886
C: 1.35 -3.19 -1.51  -1.503
C: 2.81 -2.95 -1.99  0.702
C: 3.06 -1.59 -2.64  -1.251
C: 3.74 -3.05 -0.78  -1.617
C: -2.37 0.15 -0.69  -0.146
B: -3.68 -0.65 -1.15  1.155
C: -4.35 -1.78 -0.29  -0.949
O: -4.20 -0.25 -2.34  -0.717
C: -2.31 1.54 -0.79  0.186
C: -3.43 2.33 -1.40  -0.316
O: -3.34 2.67 -2.52  -0.479
O: -4.46 2.69 -0.64  -0.510
C: -1.18 2.25 -0.36  0.439
C: -1.09 3.76 -0.51  -1.425
C: -1.19 4.51 0.83  -0.233
F: -0.19 5.45 0.91  -0.317
C: -0.12 1.54 0.19  0.109
C: 1.12 2.22 0.62  0.186
C: 1.36 2.58 1.95  -0.032
C: 2.55 3.19 2.31  -0.807
N: 3.51 3.47 1.43  -0.588
C: 3.28 3.14 0.17  -0.669
C: 2.13 2.52 -0.30  -0.115
H: 1.49 0.01 4.78  0.304
H: 0.29 0.21 6.07  0.326
H: 0.54 1.47 4.86  0.245
H: -1.22 -0.85 4.68  0.539
H: -1.15 0.53 3.62  0.149
H: -0.70 -1.53 2.39  0.041
H: 0.65 -1.90 3.51  0.444
H: 1.90 -0.19 0.45  0.599
H: 0.89 -1.60 0.70  0.780
H: -1.89 -2.28 -2.03  0.510
H: -1.13 -3.57 -1.13  0.450
H: 0.53 -1.19 -1.98  -0.219
H: 0.95 -2.84 -4.04  0.477
H: -0.41 -1.70 -4.05  0.419
H: -0.67 -3.38 -3.63  0.451
H: 1.34 -3.24 -0.43  0.624
H: 1.05 -4.18 -1.85  0.236
H: 3.07 -3.74 -2.69  0.441
H: 4.13 -1.37 -2.68  0.494
H: 2.61 -1.47 -3.62  0.288
H: 2.64 -0.80 -2.01  0.070
H: 3.64 -3.99 -0.25  0.397
H: 4.77 -2.94 -1.12  0.468
H: 3.57 -2.22 -0.09  0.253
H: -5.33 -2.00 -0.70  0.365
H: -3.72 -2.68 -0.34  0.252
H: -4.44 -1.48 0.75  0.297
H: -4.85 -0.87 -2.68  0.333
H: -4.46 2.19 0.19  0.429
H: -0.13 3.97 -0.98  0.416
H: -1.84 4.10 -1.20  0.725
H: -2.16 5.00 0.89  0.358
H: -1.05 3.82 1.66  0.180
H: 0.62 2.36 2.70  0.440
H: 2.73 3.45 3.34  0.468
H: 4.05 3.39 -0.55  0.458
H: 2.01 2.27 -1.34  0.565


This record from OMol25 describes 6 unconnected molecules or ions with the total composition C5H20N2O5 in a non-equilibrium geometry. The level of theory is ωB97M-V/def2-TZVPD.

Values from the calculation:
HOMO (eV): -8.1
Gap between HOMO and LUMO (eV): 8.480
Total charge: 0
Energy relative to the best compared isomer or geometry (same formula, charge and spin) (eV): 3.783
SMILES string: CC/C(N)=C/N.C=O.O.O.O.O

Last column: Mulliken charge in e.
Cartesian coordinates (Å):
C: 1.28 0.31 -2.56  -1.252
C: 1.57 0.15 -1.10  -0.279
C: 0.50 -0.59 -0.32  0.861
N: 0.60 -1.95 -0.33  -0.366
C: -0.35 0.06 0.52  -0.730
N: -1.25 -0.68 1.40  -0.595
H: 1.13 1.33 -2.91  0.319
H: 0.34 -0.15 -2.92  0.308
H: 1.89 -0.35 -3.20  0.312
H: 2.51 -0.39 -0.89  0.435
H: 1.70 1.09 -0.58  -0.024
H: -0.26 -2.43 -0.09  0.218
H: 1.21 -2.55 -0.85  0.210
H: -0.36 1.12 0.71  0.174
H: -0.75 -1.49 1.74  0.080
H: -2.08 -0.95 0.89  0.253
C: 0.16 3.51 -0.03  0.169
O: 0.03 3.66 1.16  -0.379
H: -0.61 3.92 -0.69  0.270
H: 0.86 2.75 -0.39  0.055
O: 2.45 0.99 2.06  -0.641
H: 1.59 1.01 1.62  0.315
H: 2.06 1.13 2.93  0.315
O: -3.83 0.40 -0.60  -0.676
H: -3.89 0.13 0.31  0.365
H: -3.25 1.14 -0.47  0.321
O: -2.40 -1.84 -0.99  -0.622
H: -2.47 -0.87 -1.07  0.292
H: -2.40 -2.31 -1.83  0.274
O: 1.40 -1.97 3.15  -0.618
H: 2.01 -1.76 2.45  0.333
H: 0.63 -2.45 2.92  0.303


This record from OMol25 describes a gas-phase ion, C3H4NO (charge -1) in a non-equilibrium geometry. The level of theory is ωB97M-V/def2-TZVPD.

Values from the calculation:
HOMO (spin up / spin down) (eV): -2.2 / -2.2
Gap between HOMO and LUMO (spin up / spin down) (eV): 6.947 / 6.944
Total charge: -1
Energy relative to the best compared isomer or geometry (same formula, charge and spin) (eV): 1.787

Last column: Mulliken charge in e.
Cartesian coordinates (Å):
C: 0.86 0.14 -0.61  -0.514
C: 0.25 1.30 -0.49  -0.748
C: 0.31 -1.12 0.16  0.045
N: -1.08 -0.98 0.01  -0.280
O: -1.64 -0.17 0.79  -0.445
H: -0.71 1.44 0.01  0.195
H: 0.71 2.25 -0.76  0.225
H: 0.61 -2.11 -0.28  0.303
H: 0.69 -0.75 1.16  0.219


This record from OMol25 describes a single C3H4N2O molecule in a non-equilibrium geometry. The level of theory is ωB97M-V/def2-TZVPD.

Values from the calculation:
HOMO (eV): -9.4
Gap between HOMO and LUMO (eV): 10.114
Total charge: 0
Energy relative to the best compared isomer or geometry (same formula, charge and spin) (eV): 4.513
SMILES string: C1=NCN2O[C@H]12

Last column: Mulliken charge in e.
Cartesian coordinates (Å):
C: -1.03 -0.48 -0.34  -0.293
N: -1.11 0.30 0.67  -0.407
C: 0.21 0.74 0.95  -0.262
N: 1.20 0.11 -0.11  -0.237
O: 0.87 0.50 -1.39  -0.334
C: 0.33 -0.69 -0.88  0.096
H: -1.86 -1.01 -0.65  0.430
H: 0.32 1.95 1.07  0.269
H: 0.38 0.14 1.96  0.248
H: 0.69 -1.56 -1.28  0.490


This record from OMol25 describes a molecular structure, C11H24Cl4F3InO5P. The level of theory is ωB97M-V/def2-TZVPD.

Values from the calculation:
HOMO (eV): -4.8
Gap between HOMO and LUMO (eV): 6.942
Total charge: -1

Last column: Mulliken charge in e.
Cartesian coordinates (Å):
C: 2.21 0.77 1.52  -0.682
C: 2.48 1.70 0.33  -0.535
C: 1.37 1.67 -0.75  -0.304
O: 0.65 0.46 -0.70  -0.247
C: -0.66 0.59 -1.29  -0.916
In: -2.17 1.64 -0.07  1.035
C: -4.16 1.40 -0.99  -1.379
C: -5.33 1.28 -0.01  0.198
O: -6.39 2.16 -0.36  -0.581
C: -5.88 -0.14 0.07  0.710
F: -7.03 -0.20 0.77  -0.304
F: -6.14 -0.71 -1.12  -0.273
F: -5.00 -0.95 0.69  -0.246
P: -1.69 4.18 -0.19  0.519
O: -1.51 4.74 -1.54  -0.702
O: -0.37 4.57 0.73  -0.550
O: -2.86 5.05 0.58  -0.555
H: 2.61 1.17 2.45  0.347
H: 2.67 -0.21 1.37  0.004
H: 1.14 0.61 1.64  0.191
H: 2.58 2.73 0.69  0.338
H: 3.43 1.44 -0.14  0.314
H: 0.70 2.53 -0.62  0.153
H: 1.82 1.77 -1.75  0.183
H: -1.01 -0.44 -1.45  0.263
H: -0.56 1.05 -2.29  0.398
H: -2.14 1.13 1.62  -0.411
H: -4.36 2.28 -1.61  0.452
H: -4.12 0.54 -1.65  0.434
H: -5.00 1.46 1.02  0.246
H: -6.91 2.33 0.43  0.333
H: -0.30 3.99 1.50  0.321
H: -3.07 4.65 1.43  0.293
Cl: 3.49 -3.37 2.04  -0.167
C: 1.86 -4.05 2.27  -0.514
C: 1.06 -4.00 0.99  -0.543
Cl: 0.71 -2.33 0.50  -0.015
H: 1.37 -3.47 3.05  0.332
H: 1.98 -5.08 2.60  0.338
H: 0.11 -4.52 1.13  0.311
H: 1.61 -4.48 0.18  0.229
Cl: 3.81 -1.61 -1.26  -0.044
C: 5.41 -2.37 -1.19  -0.522
C: 5.53 -3.55 -2.12  -0.425
Cl: 4.52 -4.93 -1.62  -0.181
H: 5.59 -2.67 -0.16  0.226
H: 6.14 -1.61 -1.48  0.312
H: 6.56 -3.90 -2.14  0.322
H: 5.23 -3.28 -3.13  0.297


This record from OMol25 describes a molecular structure, C6H9N3O in a non-equilibrium geometry. The level of theory is ωB97M-V/def2-TZVPD.

Values from the calculation:
HOMO (eV): -8.7
Gap between HOMO and LUMO (eV): 9.110
Total charge: 0
Energy relative to the best compared isomer or geometry (same formula, charge and spin) (eV): 2.846

Last column: Mulliken charge in e.
Cartesian coordinates (Å):
C: 3.21 -0.61 0.28  -0.928
C: 2.07 0.34 0.26  0.568
C: -0.34 0.62 -0.39  0.321
C: -1.82 1.98 -0.80  -0.653
C: -2.50 0.89 -0.48  -0.126
C: -1.80 -1.40 0.41  -0.828
H: 4.24 0.24 0.07  0.257
H: 3.42 -1.06 1.33  0.243
H: 3.29 -1.40 -0.57  0.300
H: 0.63 -1.18 0.03  0.267
H: -2.27 2.84 -0.99  0.534
H: -3.60 0.90 -0.41  0.324
H: -1.02 -1.70 1.36  0.288
H: -2.89 -1.38 0.55  0.302
H: -1.70 -2.22 -0.37  0.293
N: 0.90 -0.16 -0.22  -0.152
N: -0.42 1.78 -0.74  -0.528
N: -1.51 0.01 -0.09  0.102
O: 2.10 1.51 0.78  -0.582